1.
80
Properties=species:S:1:pos:R:3:forces:R:3 method="wB97M-V/def2-TZVPD" energy_ha=-6175.94545 spin_multiplicity=3 homo_ev="-3.749 / -4.033" charge=-1 e_lumo_ev="2.7 / 2.7" s2=2.01 de_lowest_kcal_mol=0.00
Ni 0.1741 0.8253 0.3467 0.080 -0.213 -0.223
C -0.8888 1.8066 3.8648 0.004 0.031 0.035
C 0.5517 1.5293 3.5291 -0.140 -0.192 -0.162
C 1.5864 1.8735 4.3812 0.085 -0.024 0.038
C 2.8965 1.5877 3.9776 -0.027 0.024 0.012
C 3.1501 0.9681 2.7793 -0.132 -0.054 0.138
C 2.0470 0.5985 1.9624 0.075 -0.098 -0.128
N 0.7805 0.9036 2.3717 0.223 0.447 0.114
N 2.0602 0.0143 0.7604 -0.008 0.106 0.070
Si 3.4145 -0.7314 0.0167 -0.104 0.124 0.086
C 4.2521 -1.9164 1.2073 0.135 -0.097 0.107
C 2.8366 -1.7030 -1.4593 -0.066 -0.084 -0.165
C 4.7098 0.4932 -0.5498 0.211 0.100 -0.054
H -1.1215 1.4426 4.8677 0.011 0.016 0.004
H -1.5401 1.3154 3.1444 0.020 -0.024 -0.003
H -1.0944 2.8800 3.8419 0.016 -0.016 -0.004
H 1.3776 2.3515 5.3291 0.012 0.000 -0.006
H 3.7265 1.8708 4.6165 -0.006 0.006 -0.001
H 4.1601 0.7788 2.4451 -0.009 -0.002 0.021
H 3.5419 -2.6505 1.5983 0.006 0.017 -0.027
H 4.7009 -1.3998 2.0597 -0.018 -0.063 -0.019
H 5.0489 -2.4578 0.6865 -0.018 -0.007 0.043
H 1.7617 -1.8608 -1.3774 -0.012 -0.012 -0.103
H 3.3224 -2.6820 -1.5079 -0.009 0.032 -0.020
H 3.0250 -1.1773 -2.3975 -0.042 0.003 0.003
H 5.1606 1.0361 0.2855 -0.005 0.005 -0.034
H 4.2794 1.2255 -1.2377 -0.020 -0.034 0.020
H 5.5095 -0.0406 -1.0746 0.010 0.066 -0.002
C -2.3686 -3.8019 1.8532 -0.151 -0.144 0.016
Si -0.9126 -2.7060 1.3908 -0.099 0.198 -0.060
C 0.0807 -2.4123 2.9495 0.067 0.071 0.167
C 0.1907 -3.7264 0.2758 0.158 -0.110 -0.106
As -1.6949 -0.6876 0.5910 -0.209 0.014 0.153
Si -3.0152 -1.3217 -1.2005 0.123 -0.018 0.272
C -2.4829 -2.8175 -2.1978 0.093 -0.137 -0.171
C -3.2903 0.0883 -2.3943 -0.031 0.214 -0.121
C -4.7064 -1.7525 -0.5041 -0.166 -0.087 0.105
H -2.0313 -4.6935 2.3935 -0.033 0.021 -0.017
H -2.9186 -4.1327 0.9666 0.032 0.002 0.031
H -3.0673 -3.2492 2.4859 0.017 -0.040 0.014
H 0.4468 -3.3693 3.3378 -0.006 0.040 0.027
H -0.5238 -1.9292 3.7218 0.026 -0.020 -0.008
H 0.9389 -1.7676 2.7470 -0.021 -0.044 -0.012
H 0.4367 -4.6642 0.7876 0.023 -0.005 -0.064
H 1.1228 -3.1990 0.0622 -0.058 -0.057 0.071
H -0.2829 -3.9658 -0.6775 0.006 -0.017 -0.003
H -1.5102 -2.6637 -2.6729 -0.072 -0.024 0.005
H -3.2268 -2.9920 -2.9833 0.063 -0.057 -0.016
H -2.4180 -3.7183 -1.5826 -0.038 0.024 -0.003
H -2.4646 0.2004 -3.0956 0.086 -0.005 -0.047
H -3.3894 1.0412 -1.8699 -0.089 -0.051 -0.018
H -4.2096 -0.0942 -2.9621 0.044 0.042 -0.012
H -4.6330 -2.5805 0.2069 -0.032 0.029 -0.041
H -5.4110 -2.0320 -1.2959 0.016 0.005 0.040
H -5.1097 -0.8948 0.0404 -0.021 -0.019 -0.031
S 0.2314 1.8914 -1.7360 -0.014 0.233 -0.196
C 0.4996 1.0062 -3.2348 0.011 -0.125 0.125
C 0.9145 1.6933 -4.3822 0.042 0.008 0.004
C 1.1106 1.0312 -5.5855 -0.013 0.013 0.014
C 0.8971 -0.3389 -5.6870 0.001 0.040 0.067
C 0.4768 -1.0309 -4.5588 -0.017 0.029 0.032
C 0.2788 -0.3686 -3.3553 -0.078 -0.020 0.020
H 1.0846 2.7609 -4.3117 0.009 -0.005 -0.014
H 1.4341 1.5921 -6.4552 0.002 0.012 0.008
H 1.0526 -0.8550 -6.6264 -0.002 0.008 0.006
H 0.2960 -2.0990 -4.6128 0.000 0.005 0.012
H -0.0713 -0.9107 -2.4866 0.034 -0.020 0.080
C -1.4240 5.0365 1.0558 -0.013 0.086 -0.029
C -2.5602 4.4030 0.2475 -0.040 0.005 -0.005
C -2.3124 2.8969 0.3900 0.166 0.057 0.042
O -0.9838 2.7610 0.9389 -0.081 -0.062 -0.164
C -0.3126 4.0235 0.8688 -0.009 -0.182 0.071
H -1.6952 5.1116 2.1111 0.022 -0.015 0.008
H -1.1452 6.0278 0.6969 -0.030 0.003 0.014
H -2.4860 4.6996 -0.7996 0.010 -0.016 0.001
H -3.5460 4.6885 0.6140 -0.003 0.017 -0.021
H -2.3417 2.3792 -0.5675 0.000 0.007 -0.015
H -2.9934 2.4049 1.0833 -0.019 -0.006 0.035
H 0.1752 4.1290 -0.1048 0.001 0.029 -0.006
H 0.4415 4.0277 1.6567 0.020 0.014 0.001

2.
86
Properties=species:S:1:pos:R:3:forces:R:3 method="wB97M-V/def2-TZVPD" energy_ha=-2178.74594 spin_multiplicity=4 homo_ev="-17.192 / -17.164" charge=+3 e_lumo_ev="-9.2 / -10.7" s2=3.77 de_lowest_kcal_mol=16.49
Re 0.0588 0.6729 -0.6210 0.635 -0.223 0.195
C 2.9864 -2.8487 -0.4586 0.122 0.046 0.050
C 3.5458 -1.4294 -0.2614 -0.438 -0.229 0.170
C 3.2898 -0.8298 1.1123 0.245 -0.030 -0.189
C 3.0808 -0.5774 -1.4076 0.601 -0.023 -0.545
C 3.8487 -0.5336 -2.5678 -0.209 0.028 0.166
C 3.1794 0.2885 -3.4468 0.141 -0.163 0.156
N 2.0752 0.7266 -2.8530 0.230 -0.047 -0.438
N 1.9680 0.1977 -1.5994 -0.967 0.110 0.769
B 1.1651 1.8121 -3.4063 0.034 -0.015 0.476
N 1.1091 2.9150 -2.3185 -0.028 0.208 -0.410
C 1.4620 4.1926 -2.4516 -0.057 0.084 0.230
C 1.3502 4.8168 -1.2211 -0.063 -0.132 0.045
C 0.9101 3.8403 -0.3393 0.137 0.510 -0.246
N 0.7568 2.6730 -1.0233 -0.212 -0.437 0.763
C 0.6938 4.0277 1.1299 -0.001 -0.448 0.065
C -0.7144 3.5843 1.5293 0.104 0.044 -0.064
C 1.8016 3.2861 1.8924 -0.072 0.230 -0.049
N -0.2557 1.2477 -3.5329 0.008 -0.114 -0.399
C -1.1151 1.3463 -4.5444 -0.317 -0.001 0.158
C -2.4093 1.3144 -4.0395 0.074 -0.240 0.154
C -2.2747 1.2141 -2.6617 -0.044 0.261 -0.306
N -0.9485 1.1120 -2.3772 -0.058 -0.360 0.789
C -3.3157 1.4974 -1.6198 -0.242 -0.078 -0.347
C -4.0939 2.7571 -2.0296 0.076 0.014 0.105
C -4.2765 0.3270 -1.3871 0.161 0.142 0.171
H 3.2332 -3.4764 0.3978 -0.028 -0.026 0.027
H 3.4405 -3.3043 -1.3371 -0.051 -0.029 -0.032
H 1.9084 -2.8435 -0.6166 -0.028 -0.023 0.021
H 4.6280 -1.5125 -0.3722 -0.036 0.113 -0.112
H 2.2625 -0.5119 1.2141 -0.118 -0.021 0.182
H 3.9223 0.0475 1.2556 -0.064 0.041 0.082
H 3.5363 -1.5508 1.8924 -0.025 0.012 0.031
H 4.7816 -1.0448 -2.7286 0.036 0.014 0.014
H 3.4343 0.5843 -4.4506 -0.056 0.117 -0.011
H 1.5642 2.2370 -4.4332 0.038 0.020 -0.123
H 1.7630 4.5996 -3.4030 0.040 -0.115 -0.060
H 1.5601 5.8468 -0.9922 0.005 0.020 0.024
H 0.7941 5.0929 1.3402 -0.033 -0.006 -0.095
H -0.8858 2.5592 1.1834 0.162 0.437 0.207
H -1.4661 4.2225 1.0643 -0.054 0.014 0.007
H -0.8495 3.6256 2.6102 -0.013 -0.015 0.015
H 1.8269 2.2369 1.6040 0.097 -0.040 0.087
H 1.6478 3.3681 2.9685 0.001 -0.022 0.027
H 2.7704 3.7254 1.6581 0.032 -0.040 0.031
H -0.7832 1.4732 -5.5620 0.135 0.044 0.021
H -3.3267 1.3727 -4.5984 -0.006 0.114 -0.024
H -2.7631 1.7410 -0.7067 -0.620 0.386 -1.425
H -4.7523 2.5507 -2.8719 0.014 -0.019 -0.024
H -3.4163 3.5617 -2.3128 -0.035 0.050 0.030
H -4.7147 3.0960 -1.2011 -0.042 0.011 -0.002
H -4.8917 0.1714 -2.2721 0.005 -0.057 0.002
H -4.9435 0.5569 -0.5555 -0.081 -0.060 -0.011
H -3.7472 -0.6063 -1.1817 -0.053 -0.106 -0.028
C 1.0588 0.4525 4.3306 0.465 0.028 0.269
O -0.2646 0.4410 3.7326 -0.287 -0.038 -0.336
C -0.4390 0.4323 2.4566 -0.382 -0.009 0.352
O 0.4441 0.3782 1.5855 1.149 0.143 -1.338
N -1.7156 0.4585 2.0528 -0.071 -0.204 0.012
N -1.9061 0.7330 0.6857 0.116 -0.100 0.332
H 1.1053 -0.3832 5.0231 -0.072 -0.013 -0.074
H 1.1491 1.3791 4.8913 -0.072 0.016 -0.087
H 1.8356 0.3818 3.5750 -0.068 -0.010 -0.072
H -2.4667 0.5929 2.7178 -0.105 0.055 -0.114
H -2.4796 1.5697 0.5982 0.269 -0.062 0.621
H -2.4132 -0.0258 0.2349 -0.248 -0.211 0.166
C -1.3029 -6.1909 0.6535 -0.055 0.097 0.017
C -2.0174 -4.9216 1.1043 0.200 -0.466 0.049
N -1.6806 -3.7565 0.2643 0.012 -0.087 -0.144
C -0.7451 -2.8353 0.3707 0.050 0.365 0.194
S -0.7969 -1.6366 -0.9332 0.175 0.395 -0.340
N 0.1763 -2.7330 1.3086 -0.060 -0.071 0.143
C 0.5468 -3.6698 2.3797 -0.157 -0.006 0.358
C -0.0569 -3.2754 3.7219 0.055 -0.092 -0.154
H -1.5994 -7.0160 1.2991 -0.008 -0.025 -0.004
H -0.2187 -6.0918 0.7011 0.020 -0.025 -0.031
H -1.5781 -6.4491 -0.3682 0.014 -0.017 -0.017
H -1.8125 -4.6957 2.1478 -0.089 0.104 -0.056
H -3.0919 -5.0658 1.0001 -0.006 0.152 0.066
H -2.1941 -3.7319 -0.6073 -0.016 0.138 0.025
H 0.7635 -1.9161 1.2492 0.035 -0.015 -0.131
H 1.6339 -3.6513 2.4495 0.007 -0.039 -0.133
H 0.2541 -4.6746 2.0950 0.106 0.036 -0.032
H 0.3509 -2.3255 4.0672 -0.010 -0.001 0.014
H 0.1911 -4.0366 4.4597 -0.027 0.037 0.076
H -1.1419 -3.1865 3.6632 -0.021 -0.025 0.041

3.
83
Properties=species:S:1:pos:R:3:forces:R:3 method="wB97M-V/def2-TZVPD" energy_ha=-2762.05763 homo_ev="-2.792 / -2.853" charge=0 e_lumo_ev="-0.3 / -0.3" de_lowest_kcal_mol=75.59
C -2.2533 -0.5323 2.8911 0.297 0.019 0.123
C -3.3195 -0.8920 1.8925 -0.993 -0.252 -0.548
H -2.3462 0.5033 3.2597 -0.091 -0.233 -0.143
H -1.2729 -0.6344 2.4181 -0.115 0.046 0.135
H -2.2658 -1.1911 3.7764 -0.148 0.144 -0.241
C -4.6252 -0.9072 2.2166 0.597 -0.102 -0.297
C -5.1633 -0.5333 3.5602 -0.169 0.024 0.342
H -5.3697 -1.2281 1.4886 0.290 0.097 0.049
H -4.9066 0.5068 3.8095 -0.046 -0.228 0.122
H -4.7880 -1.1910 4.3574 0.093 0.212 -0.084
H -6.2533 -0.6293 3.5825 0.126 0.128 -0.020
La 1.3639 0.3548 0.2742 -1.626 -2.519 0.141
Cl 3.3587 -1.4345 0.0237 0.787 -0.233 -0.175
C 2.7621 1.0862 -2.8827 -1.035 0.450 1.513
O 2.1797 1.3668 -1.7803 1.465 0.242 -2.569
N 2.3249 1.4516 -4.0880 0.164 -0.113 0.181
C 1.1702 2.3349 -4.2846 -0.100 -0.263 -0.071
C 2.8722 0.8158 -5.2890 0.044 -0.086 0.024
H 3.6995 0.5068 -2.8833 -0.343 -0.024 0.050
H 1.1091 3.0536 -3.4605 -0.031 -0.258 -0.194
H 0.2362 1.7503 -4.3435 0.347 0.288 0.074
H 1.3292 2.8547 -5.2396 -0.108 -0.043 0.357
H 3.8692 0.4160 -5.0829 -0.166 0.097 -0.004
H 2.9336 1.5487 -6.0986 0.070 -0.070 0.187
H 2.2361 -0.0143 -5.6265 0.050 0.215 0.168
H 5.5404 3.1833 -1.2168 -0.022 0.045 0.287
H 7.3646 1.0781 -0.5706 0.137 0.230 0.203
C 5.5274 3.2713 -0.1197 0.081 -0.126 0.004
C 7.1413 1.4440 0.4405 0.019 -0.179 0.132
N 5.7919 1.9751 0.5027 -0.344 -0.237 -0.009
H 4.5598 3.6666 0.2013 0.196 -0.255 -0.056
C 4.8178 1.1527 0.8894 -2.296 0.445 0.013
O 3.5846 1.4511 0.8084 2.242 0.120 0.559
H 7.1876 0.5952 1.1290 0.202 0.141 -0.161
H 5.1309 0.1749 1.3167 -0.183 0.548 -0.371
H 6.3233 3.9540 0.1950 -0.162 -0.049 -0.124
H 7.8540 2.2097 0.7616 -0.040 -0.184 -0.164
H 2.4480 2.0156 6.2634 -0.166 0.297 -0.036
H -0.5836 1.1996 5.0819 0.229 0.306 -0.161
C 2.1170 2.7827 5.5479 0.172 -0.317 -0.102
C -0.2177 2.2095 4.8389 -0.103 0.056 0.036
N 1.2181 2.2250 4.5497 -0.096 -0.403 0.035
H 2.9920 3.1744 5.0227 -0.072 0.126 0.307
C 1.7007 1.6248 3.4717 -1.231 -0.301 -1.750
O 0.9379 1.1893 2.5470 1.568 0.835 1.750
H -0.7985 2.5978 3.9941 0.212 -0.139 0.149
H 2.8066 1.5647 3.3754 -0.609 0.064 0.097
H 1.5719 3.5792 6.0602 0.406 -0.059 -0.011
H -0.3493 2.8610 5.7055 -0.235 -0.146 -0.162
O -1.6035 -0.7331 0.1716 -1.269 -0.642 -1.820
C -2.8200 -1.3764 0.5059 0.870 -0.722 1.175
C -4.7967 -0.4273 -0.8485 -0.147 -0.005 -0.192
C -3.9503 -1.5051 -0.5573 -0.370 0.344 0.339
H -4.6652 0.4962 -0.2840 0.011 -0.101 -0.276
C -5.8545 -0.5476 -1.7627 0.310 0.259 0.092
H -2.4577 -2.3970 0.6781 -0.681 -0.536 0.221
C -4.2617 -2.7191 -1.1825 0.080 -0.313 -0.022
H -6.5181 0.3036 -1.9347 0.205 -0.245 0.061
C -6.0355 -1.7295 -2.4813 0.280 0.071 -0.027
C -5.2061 -2.8103 -2.2110 -0.046 0.019 0.324
H -3.7298 -3.6283 -0.9063 -0.236 0.464 -0.062
H -6.8013 -1.8196 -3.2481 0.076 0.138 0.131
H -5.2866 -3.7297 -2.8024 -0.092 0.269 0.435
Si -0.9475 -1.5017 -1.8636 -0.536 3.544 1.205
Cl -1.4640 -3.4256 -1.4716 0.441 -2.262 0.752
C -2.1430 -1.4338 -3.2899 0.031 -0.178 -0.508
C 0.8351 -1.7230 -2.3811 0.532 -0.471 -0.411
C -0.9136 0.4980 -1.7981 0.820 0.812 -0.153
H -2.4001 -2.4445 -3.6060 -0.082 0.219 -0.244
H -1.5716 -0.9311 -4.0693 -0.262 0.282 -0.435
H -3.0539 -0.8832 -3.0380 0.184 0.023 -0.186
H -1.8029 0.8289 -2.3446 0.089 0.025 0.088
H -0.0383 0.9035 -2.3137 -0.157 0.134 -0.407
H -0.9862 1.0577 -0.8468 -0.082 -0.226 -0.137
H 0.8229 -2.5283 -3.1293 0.186 0.089 0.079
H 1.5482 -2.0425 -1.6087 -0.327 -0.097 -0.057
H 1.2408 -0.8182 -2.8583 -0.252 -0.274 0.009
C 0.1481 -4.3672 1.5258 -0.656 0.004 1.316
C 0.3025 -3.1246 0.8671 0.178 -2.888 -5.118
O 0.5789 -1.9858 0.8891 1.365 4.228 2.527
H -0.7503 -4.8399 1.0420 0.832 0.171 0.702
H -0.0080 -4.1857 2.6163 0.044 -0.912 0.564
H 1.0424 -4.9723 1.2546 -0.601 0.427 0.452